Density functional theory data (wB97M-V/def2-TZVPD) for a structure of composition C7H11N4S2.

Output
Energy above the lowest of the compared OMol25 structures with the same formula, charge and spin ... 97.2 kcal/mol
Orbital gap (alpha / beta) ... 6.6 / 6.6 eV
Multiplicity ... 1
Total charge ... +1

Cartesian coordinates (Å):
C1 -5.2646 2.4846 1.5969
C2 -3.3608 1.3029 0.8130
C3 -2.9590 3.3113 2.5346
C4 -1.0691 0.7741 0.4217
C5 1.2053 -0.0388 -1.8259
C6 1.8968 -1.5184 0.2377
C7 1.1506 -0.2752 -0.2066
N1 -4.5379 1.6020 1.0279
N2 -0.6853 2.0012 0.4904
N3 -2.3539 0.4403 0.8425
N4 -0.2938 -0.2991 0.1360
S1 -4.5297 3.6725 2.6227
S2 -1.4259 3.3126 2.2604
H1 -6.2331 2.4593 1.3900
H2 1.4999 -0.9718 -2.4141
H3 0.2511 0.2890 -2.0987
H4 1.9159 0.8490 -2.1993
H5 1.5094 -2.4543 -0.0880
H6 1.7846 -1.4943 1.2857
H7 2.8931 -1.3972 -0.2641
H8 1.5656 0.6605 0.3495
H9 0.2540 2.3562 0.4652
H10 -2.4179 -0.3162 1.5942
H11 -0.8395 -1.1663 -0.1691

---

Density functional theory data (wB97M-V/def2-TZVPD) for the molecule C5H9N.

Output
Energy above the lowest of the compared OMol25 structures with the same formula, charge and spin ... 48.2 kcal/mol
Orbital gap ... 9.2 eV
Multiplicity ... 1
SMILES ... C/C=C/C=C/N

Cartesian coordinates (Å):
N1 1.9031 1.9714 0.8527
C1 0.8324 1.0577 0.5663
C2 0.5642 -0.1767 1.0421
C3 -0.3315 -1.0511 0.2691
C4 -0.7152 -0.7823 -0.9791
C5 -2.0759 -1.2372 -1.4993
H1 2.4647 2.0277 0.0134
H2 1.4529 2.8781 0.9472
H3 0.0541 1.4632 -0.0964
H4 0.8373 -0.5024 2.0386
H5 -0.8848 -1.7499 0.8874
H6 -0.0882 -0.3210 -1.7362
H7 -2.5855 -0.3510 -1.8803
H8 -2.7119 -1.5319 -0.6600
H9 -1.9871 -2.0692 -2.1977

---

Density functional theory data (wB97M-V/def2-TZVPD) for a structure of composition C46H34Br2IN2O3P2V.

Output
Energy above the lowest of the compared OMol25 structures with the same formula, charge and spin ... 0.0 kcal/mol
Orbital gap (alpha / beta) ... 6.2 / 6.6 eV
Multiplicity ... 4
Total charge ... -1

Cartesian coordinates (Å):
V1 0.1889 -0.1592 -0.6208
C1 1.4138 0.2409 2.5229
P1 2.0416 -0.6395 1.0385
C2 3.6741 0.1272 0.7453
C3 3.9092 1.4456 1.1397
C4 5.0999 2.0763 0.8072
C5 6.0645 1.4066 0.0680
C6 5.8341 0.0981 -0.3342
C7 4.6476 -0.5364 0.0021
C8 2.4697 -2.3151 1.6003
C9 1.9814 -3.3768 0.8429
C10 2.2586 -4.6862 1.2146
C11 3.0113 -4.9390 2.3516
C12 3.4927 -3.8832 3.1179
C13 3.2256 -2.5769 2.7417
C14 0.5696 1.4047 2.0807
C15 0.2102 2.5538 2.7633
C16 -0.7803 3.1899 1.9715
C17 -0.9593 2.3900 0.8556
C18 -2.0327 2.4308 -0.1997
P2 -1.4723 1.4394 -1.6381
C19 -0.7022 2.6976 -2.7303
C20 -0.2913 3.9419 -2.2587
C21 0.3794 4.8284 -3.0931
C22 0.6622 4.4779 -4.4038
C23 0.2723 3.2315 -4.8793
C24 -0.4033 2.3524 -4.0496
C25 -2.9632 1.0251 -2.5964
C26 -3.8407 1.9948 -3.0761
C27 -4.9528 1.6277 -3.8162
C28 -5.1915 0.2851 -4.0867
C29 -4.3210 -0.6847 -3.6122
C30 -3.2101 -0.3168 -2.8649
N1 -0.1145 1.3174 0.9028
H1 0.7897 -0.4962 3.0432
H2 2.2184 0.5395 3.1992
H3 3.1498 1.9851 1.6945
H4 5.2683 3.0994 1.1211
H5 6.9894 1.9032 -0.1984
H6 6.5787 -0.4316 -0.9156
H7 4.4746 -1.5576 -0.3231
H8 1.3629 -3.1687 -0.0250
H9 1.8734 -5.5058 0.6215
H10 3.2202 -5.9597 2.6474
H11 4.0745 -4.0815 4.0097
H12 3.6060 -1.7546 3.3370
H13 0.5816 2.8717 3.7270
H14 -1.3239 4.0936 2.2070
H15 -2.9277 1.9184 0.1647
H16 -2.3103 3.4452 -0.4941
H17 -0.4702 4.2158 -1.2253
H18 0.6899 5.7928 -2.7089
H19 1.1915 5.1660 -5.0514
H20 0.5025 2.9397 -5.8968
H21 -0.6976 1.3784 -4.4275
H22 -3.6444 3.0433 -2.8788
H23 -5.6315 2.3866 -4.1863
H24 -6.0591 -0.0030 -4.6681
H25 -4.5062 -1.7312 -3.8188
H26 -2.5308 -1.0666 -2.4755
Br1 0.5592 -3.6148 -4.4560
C31 1.4722 -1.9693 -4.2520
C32 2.3640 -1.5572 -5.2466
C33 3.0461 -0.3759 -5.1354
Br2 4.2432 0.1317 -6.5257
C34 2.8645 0.4623 -4.0106
C35 3.5128 1.6997 -3.7934
C36 3.2318 2.4241 -2.6707
C37 2.2955 1.9286 -1.7484
N2 1.6849 0.7789 -1.9163
C38 1.9549 0.0354 -3.0218
C39 1.2244 -1.2146 -3.1022
O1 0.4266 -1.5388 -2.1591
H27 2.5098 -2.1869 -6.1135
H28 4.2211 2.0620 -4.5264
H29 3.7081 3.3767 -2.4835
H30 2.0304 2.4882 -0.8590
I1 -4.3514 -4.9132 5.5955
C40 -3.6298 -3.7379 4.0180
C41 -2.3175 -3.8934 3.5997
C42 -1.8480 -3.1102 2.5550
C43 -2.6777 -2.1844 1.9337
C44 -3.9890 -2.0465 2.3692
C45 -4.4749 -2.8205 3.4127
C46 -2.1621 -1.3164 0.7964
O2 -2.9329 -0.5072 0.2706
O3 -0.9353 -1.4909 0.5129
H31 -1.6692 -4.6135 4.0807
H32 -0.8277 -3.2066 2.2060
H33 -4.6177 -1.3192 1.8724
H34 -5.4964 -2.7098 3.7513

---

Density functional theory data (wB97M-V/def2-TZVPD) for the molecule C5H9FO2.

Output
Energy above the lowest of the compared OMol25 structures with the same formula, charge and spin ... 100.7 kcal/mol
Orbital gap ... 10.7 eV
Multiplicity ... 1
SMILES ... FC1COCCOC1

Cartesian coordinates (Å):
C1 1.2647 -0.1518 -0.2192
C2 0.9003 1.2332 -0.5827
C3 -1.2555 0.9115 0.6210
C4 -1.3065 -0.5797 0.6096
C5 0.2523 -1.2768 -0.5916
H1 2.2723 -0.4845 -0.7022
H2 0.8594 1.4804 -1.6667
H3 1.4064 1.9629 0.0817
H4 -0.5179 1.1751 1.4052
H5 -2.3149 1.3794 0.7165
H6 -2.1430 -1.2379 0.7958
H7 -0.4476 -1.1873 1.2748
H8 0.4613 -1.9791 0.1085
H9 0.8287 -1.6677 -1.5468
O1 -0.5794 1.5227 -0.5787
O2 -1.0480 -0.9309 -0.8670
F1 1.3675 -0.1694 1.1417

---

Density functional theory data (wB97M-V/def2-TZVPD) for the molecule C10H13I.

Output
Energy above the lowest of the compared OMol25 structures with the same formula, charge and spin ... 0.3 kcal/mol
Orbital gap ... 9.2 eV
Multiplicity ... 1
SMILES ... C#CCC/C=C(\I)C1CCC1

Cartesian coordinates (Å):
C1 1.1297 -1.4462 -3.7684
C2 0.6471 0.3773 -0.6307
C3 -0.1478 2.3092 1.9098
C4 0.7518 -2.9525 -1.5628
C5 1.2235 -2.0589 -0.4219
C6 -1.1347 1.4971 0.9743
C7 0.7694 2.5148 0.7031
C8 0.8966 -2.1327 -2.7653
C9 0.3564 -0.9012 -0.2792
C10 -0.1188 1.6143 -0.1928
I1 2.4708 0.9642 -1.5658
H1 -0.4011 3.2129 2.3382
H2 0.2506 1.7778 2.6824
H3 1.4060 -3.7435 -1.7281
H4 -0.3826 -3.3119 -1.5217
H5 1.2719 -2.4688 0.5226
H6 2.3027 -1.8950 -0.6703
H7 -1.2953 0.5517 1.2933
H8 -2.1428 1.9955 0.9864
H9 0.6637 3.5800 0.4344
H10 1.8101 2.5368 0.9267
H11 1.4003 -0.9631 -4.6434
H12 -0.7114 -0.9987 0.0336
H13 -0.4748 2.1799 -0.9709

---

Density functional theory data (wB97M-V/def2-TZVPD) for a structure of composition C46H47Cl3GeN5O8PRbS2.

Output
Orbital gap (alpha / beta) ... 5.4 / 6.4 eV
Multiplicity ... 2
Total charge ... -2

Cartesian coordinates (Å):
Rb1 -0.9426 -0.5873 -0.0792
O1 1.8522 -0.2054 1.8943
C1 0.9949 0.6303 1.6536
O2 0.7668 1.1507 0.5008
C2 0.0300 1.1787 2.7142
P1 -1.0212 2.2964 1.6854
C3 -2.1077 3.0418 3.0006
C4 -2.5812 4.3528 2.8864
C5 -3.5293 4.8589 3.7615
C6 -4.0350 4.0575 4.7776
C7 -3.5828 2.7523 4.9024
C8 -2.6372 2.2461 4.0198
C9 0.1285 3.7318 1.4938
C10 0.5269 4.1068 0.2142
C11 1.3700 5.1930 0.0275
C12 1.8308 5.9122 1.1198
C13 1.4581 5.5318 2.4024
C14 0.6119 4.4487 2.5863
H1 0.5597 1.6752 3.5268
H2 -0.5563 0.3617 3.1256
H3 -2.1872 4.9904 2.1022
H4 -3.8818 5.8785 3.6516
H5 -4.7780 4.4458 5.4649
H6 -3.9712 2.1183 5.6916
H7 -2.3169 1.2147 4.1161
H8 0.2117 3.5092 -0.6340
H9 1.6803 5.4655 -0.9740
H10 2.4912 6.7596 0.9767
H11 1.8295 6.0782 3.2621
H12 0.3203 4.1591 3.5893
O3 -1.6056 -1.6130 4.0690
S1 -1.9176 -1.9153 2.6839
O4 -2.4431 -0.7839 1.9351
N1 -0.7703 -2.5771 1.8475
C15 -0.1247 -3.7137 2.2570
C16 -0.4715 -4.5339 3.3321
C17 0.2307 -5.7091 3.6275
C18 1.3251 -6.0874 2.8979
C19 1.7596 -5.2648 1.8359
C20 2.9219 -5.5513 1.0857
C21 3.3089 -4.7084 0.0841
C22 2.5058 -3.5857 -0.1992
N2 1.4158 -3.2964 0.4645
C23 1.0369 -4.0918 1.4903
C24 -3.3109 -3.0628 2.7375
C25 -3.5972 -3.8282 1.6176
C26 -4.6946 -4.6753 1.6310
C27 -5.4973 -4.7541 2.7621
C28 -5.2034 -3.9864 3.8819
C29 -4.1062 -3.1365 3.8693
H13 -1.2944 -4.2413 3.9645
H14 -0.1049 -6.3222 4.4569
H15 1.8742 -6.9937 3.1286
H16 3.4951 -6.4374 1.3392
H17 4.2057 -4.8824 -0.4964
H18 2.7827 -2.9117 -1.0048
H19 -2.9596 -3.7454 0.7429
H20 -4.9266 -5.2763 0.7606
H21 -6.3597 -5.4104 2.7699
H22 -5.8307 -4.0519 4.7627
H23 -3.8484 -2.5250 4.7252
Cl1 4.2964 -0.7333 -0.3790
Ge1 2.1699 0.0961 -1.1340
Cl2 3.0574 2.1093 -1.6682
Cl3 2.6367 -1.2506 -3.1807
C30 -4.9579 -1.0623 -0.0009
N3 -5.1068 0.3751 -0.1744
C31 -6.3221 0.9375 0.3631
C32 -4.1011 1.0722 -0.7938
O5 -3.2002 0.5034 -1.3927
N4 -4.2096 2.4638 -0.8171
C33 -3.1843 3.1110 -1.6325
C34 -4.5077 3.1859 0.4210
H24 -5.8425 -1.5720 -0.3946
H25 -4.8331 -1.3140 1.0540
H26 -4.0848 -1.4013 -0.5506
H27 -7.1064 0.1824 0.2842
H28 -6.6293 1.8097 -0.2110
H29 -6.2370 1.2146 1.4195
H30 -3.0275 2.5295 -2.5368
H31 -2.2275 3.1752 -1.1034
H32 -3.5321 4.1118 -1.8969
H33 -5.5344 3.5612 0.4440
H34 -3.8426 4.0439 0.4914
H35 -4.3290 2.5674 1.3006
N5 0.6624 -4.0501 -3.4932
C35 -0.1756 -3.7217 -2.3388
C36 -1.4265 -2.9514 -2.7518
O6 -1.4702 -2.6244 -4.0390
O7 -2.3358 -2.7250 -1.9887
H36 1.1428 -4.9261 -3.3395
H37 1.3940 -3.3389 -3.5568
H38 -0.6523 -3.0099 -4.4235
H39 0.3420 -3.1298 -1.5803
H40 -0.5199 -4.6297 -1.8443
C37 1.5561 6.0592 -9.0324
C38 1.2483 4.5925 -8.9270
O8 2.0427 3.7131 -9.0767
S2 -0.5066 4.2678 -8.5319
C39 -0.3001 3.3263 -7.0199
C40 -0.8192 3.8763 -5.8535
C41 -0.6814 3.2016 -4.6526
C42 -0.0128 1.9751 -4.6015
C43 0.4988 1.4380 -5.7906
C44 0.3546 2.1005 -6.9974
C45 0.1959 1.2767 -3.3796
C46 0.4242 0.6503 -2.3627
H41 2.5319 6.2162 -9.4917
H42 1.5611 6.4611 -8.0175
H43 0.7750 6.5733 -9.5903
H44 -1.3240 4.8331 -5.8971
H45 -1.0779 3.6273 -3.7400
H46 1.0162 0.4881 -5.7439
H47 0.7624 1.6837 -7.9064

---

Density functional theory data (wB97M-V/def2-TZVPD) for a structure of composition C7H7N2O4S.

Output
Energy above the lowest of the compared OMol25 structures with the same formula, charge and spin ... 17.7 kcal/mol
Orbital gap ... 8.4 eV
Multiplicity ... 1
Total charge ... -1

Cartesian coordinates (Å):
C1 1.1605 1.4818 -0.5297
C2 2.1410 1.0329 0.3274
C3 -0.0917 0.8735 -0.5228
C4 1.9763 0.0260 1.2409
C5 -0.2555 -0.1932 0.3550
C6 0.7973 -0.6736 1.1708
C7 -1.3906 -1.1524 0.1695
N1 -1.1326 -2.3514 0.7227
N2 -2.1404 -1.2502 -1.0302
O1 -1.5548 -2.2651 -1.8108
O2 -0.3132 -2.1504 3.1498
O3 1.0869 -3.3483 1.5522
O4 -2.4953 -0.0552 1.2519
S1 0.1038 -2.3011 1.7916
H1 1.4464 2.3120 -1.2556
H2 3.1283 1.3703 0.0566
H3 -0.8209 1.2941 -1.1370
H4 2.9045 -0.4347 1.8406
H5 -1.1414 -2.9412 -1.2063
H6 -1.9319 -0.3280 -1.5471
H7 -2.1331 -0.3988 2.1441

---

Density functional theory data (wB97M-V/def2-TZVPD) for a structure of composition C41H46AlF3N3O2SSiTe.

Output
Energy above the lowest of the compared OMol25 structures with the same formula, charge and spin ... 30.1 kcal/mol
Orbital gap (alpha / beta) ... 7.8 / 6.9 eV
Multiplicity ... 2

Cartesian coordinates (Å):
Al1 0.2571 -0.2279 0.3996
C1 4.4627 0.1142 -0.7208
Si1 3.3593 0.3326 0.7896
C2 4.0453 1.5845 2.0006
C3 3.4272 -1.2917 1.6979
N1 1.7250 0.8587 0.2819
C4 1.6796 2.0754 -0.4224
C5 2.7367 2.7660 -0.8940
C6 2.6317 3.9088 -1.7997
C7 1.4668 4.4200 -2.1889
C8 0.2182 3.9049 -1.5755
C9 0.3022 2.6365 -0.6991
O1 -0.5226 1.5284 -1.0551
C10 -1.6499 2.7513 0.6792
C11 -2.0439 2.5320 2.1069
C12 -3.3425 2.7345 2.2857
C13 -4.0549 3.0664 0.9956
C14 -4.8141 1.8640 0.4018
C15 -2.9138 2.2916 -1.0777
H1 5.1148 -0.7481 -0.5628
H2 5.0979 0.9723 -0.9454
H3 3.8556 -0.0835 -1.6082
H4 5.0826 1.3278 2.2369
H5 3.4744 1.5183 2.9311
H6 4.0187 2.6207 1.6682
H7 4.4960 -1.4905 1.8395
H8 2.9999 -2.1369 1.1616
H9 2.9716 -1.2391 2.6885
H10 3.7399 2.4300 -0.6882
H11 3.5587 4.3030 -2.2000
H12 1.4095 5.2220 -2.9146
H13 -0.5960 3.8115 -2.2953
H14 -1.3325 2.2341 2.8663
H15 -3.8730 2.6116 3.2219
H16 -4.7648 3.8900 1.0961
H17 -4.5862 0.9320 0.9205
H18 -2.6329 2.5802 -2.0883
F1 -4.4631 0.5046 -1.5554
C16 -4.3258 1.7548 -1.0489
F2 -5.0910 2.5824 -1.8278
F3 -6.1842 2.0482 0.4445
C17 -2.8937 3.3998 0.0165
C18 -2.7570 4.8350 -0.3386
C19 -1.5614 5.4025 -0.4397
C20 -0.2916 4.6385 -0.2918
N2 -0.3464 3.3331 0.4394
C21 -1.7693 1.5556 -0.3329
S1 -1.9608 -0.1082 0.2993
H19 -3.6619 5.4148 -0.4905
H20 -1.4715 6.4562 -0.6797
H21 0.4920 5.2620 0.1382
C22 0.3794 -1.5937 3.3656
C23 0.4376 -2.4281 2.0957
O2 0.3992 -3.6940 2.3113
N3 0.4997 -1.9234 0.9016
Te1 0.0645 -4.3154 -0.1234
C24 -0.1545 -6.4507 -0.1975
C25 -0.8097 -7.1307 0.8311
C26 -1.3571 -6.4649 2.0684
C27 -0.9845 -8.5109 0.7153
C28 -0.5294 -9.2212 -0.3813
C29 -0.7315 -10.7079 -0.4898
C30 0.1145 -8.5195 -1.3961
C31 0.3079 -7.1473 -1.3283
C32 1.0249 -6.4666 -2.4664
C33 2.1534 -4.2891 -0.3651
C34 2.6632 -3.4497 -1.3637
C35 1.7879 -2.6091 -2.2575
C36 4.0383 -3.4052 -1.5608
C37 4.9100 -4.1636 -0.7924
C38 6.3982 -4.0690 -0.9897
C39 4.3739 -4.9887 0.1857
C40 3.0040 -5.0767 0.4215
C41 2.5253 -6.0205 1.4926
H22 -0.5717 -1.7801 3.8663
H23 0.4818 -0.5230 3.1773
H24 1.1720 -1.9058 4.0456
H25 -0.9619 -5.4666 2.2379
H26 -1.1205 -7.0637 2.9496
H27 -2.4462 -6.3937 2.0102
H28 -1.4901 -9.0392 1.5179
H29 -1.1629 -11.1156 0.4238
H30 0.2138 -11.2198 -0.6774
H31 -1.4027 -10.9505 -1.3161
H32 0.4734 -9.0571 -2.2687
H33 1.0504 -7.1159 -3.3411
H34 2.0540 -6.2173 -2.1973
H35 0.5325 -5.5356 -2.7568
H36 0.9773 -2.1305 -1.7063
H37 1.3289 -3.2134 -3.0442
H38 2.3766 -1.8290 -2.7395
H39 4.4352 -2.7522 -2.3310
H40 6.6425 -3.6784 -1.9773
H41 6.8743 -5.0436 -0.8788
H42 6.8443 -3.4012 -0.2486
H43 5.0416 -5.5880 0.7969
H44 3.3358 -6.2236 2.1926
H45 2.2068 -6.9721 1.0601
H46 1.6904 -5.6039 2.0511

---

Density functional theory data (wB97M-V/def2-TZVPD) for a cluster of 2 separate species, C10H25BN3O4P2 in total.

Output
Orbital gap ... 8.0 eV
Multiplicity ... 1
Total charge ... +1

Cartesian coordinates (Å):
C1 1.9398 5.1723 -0.1139
C2 2.4484 3.8869 -1.0194
B1 2.5566 2.5123 -0.1238
O1 3.9164 2.2006 0.4427
C3 1.2702 1.4919 0.2135
C4 1.6449 0.0142 0.9002
C5 1.1157 -1.1531 -0.1745
C6 1.1500 -0.1697 -1.5270
P1 0.6461 -0.9255 -3.2089
N1 -0.6312 -0.2298 -3.9185
N2 0.4103 1.0417 -0.9855
P2 -1.2823 0.8677 -0.4261
O2 -1.9888 -0.4408 -1.0501
O3 -1.4694 0.7391 1.3006
O4 -2.1110 2.3435 -0.9232
H1 2.0954 6.1307 -0.7948
H2 2.6164 5.3513 0.8428
H3 0.8020 5.0826 0.2272
H4 3.5201 4.1485 -1.4315
H5 1.6648 3.6699 -1.8858
H6 4.4182 1.5896 -0.1811
H7 0.7207 2.1376 1.0536
H8 1.0240 -0.1702 1.8843
H9 2.7752 -0.1411 1.1996
H10 1.7886 -2.1207 -0.2958
H11 0.0608 -1.6524 0.0551
H12 2.3316 -0.0648 -1.6628
H13 0.5003 -2.3595 -2.9908
H14 1.7792 -0.7115 -4.1183
H15 -0.9715 0.5204 -3.2782
H16 0.5669 1.7724 -1.7320
H17 -2.1330 1.4759 1.5471
H18 -1.5788 2.7864 -1.6684
C7 -3.6464 -3.8571 2.9440
C8 -3.0517 -4.3357 1.6234
C9 -1.5957 -3.9049 1.4357
C10 -1.5040 -2.3877 1.4433
N3 -1.4279 -1.1292 1.4496
H19 -3.6722 -2.7644 3.0034
H20 -4.6767 -4.2119 3.0475
H21 -3.0681 -4.2355 3.7947
H22 -3.6632 -3.9495 0.7986
H23 -3.1098 -5.4289 1.5828
H24 -1.2119 -4.2835 0.4824
H25 -0.9687 -4.3081 2.2383

---

Density functional theory data (wB97M-V/def2-TZVPD) for a cluster of 2 separate species, C9H14O in total.

Output
Energy above the lowest of the compared OMol25 structures with the same formula, charge and spin ... 43.1 kcal/mol
Orbital gap ... 9.0 eV
Multiplicity ... 1
SMILES ... Cc1ccc(O)cc1.CC

Cartesian coordinates (Å):
C1 2.4818 2.2704 0.3477
C2 3.0240 0.9427 0.8506
H1 2.6995 2.2777 -0.7331
H2 1.4401 2.4336 0.4416
H3 2.9594 3.0145 0.8967
H4 2.2531 0.3219 1.2525
H5 3.6641 1.1864 1.6715
H6 3.5633 0.4021 0.0281
C3 -1.1322 -1.5198 1.9519
C4 -1.9049 -1.5469 -1.7153
C5 -1.6996 -1.9435 -0.3929
C6 -1.5255 -0.2395 -2.0052
C7 -1.2424 -1.0634 0.6489
C8 -1.0567 0.5970 -0.9974
C9 -1.0991 0.2701 0.3383
O1 -1.4804 0.3688 -3.2189
H7 -2.3402 -2.1240 -2.5476
H8 -1.9166 -2.9793 -0.0614
H9 -1.5950 -0.3542 -3.9064
H10 -0.8712 1.6674 -1.2180
H11 -2.1424 -1.6594 2.5321
H12 -0.4728 -0.8042 2.4472
H13 -1.1830 0.8990 1.3287
H14 -0.4232 -2.4174 2.0605